{
  "formula": "C5H6GaLi2O4",
  "method": "ωB97M-V/def2-TZVPD",
  "gap_ha": 0.2280,
  "largest_force_ev_per_a": 6.6,
  "total_charge": 3,
  "total_energy_ev": -66228.063,
  "mol_weight_da": 213.70,
  "elements": ["O", "C", "O", "Li", "Li", "O", "Ga", "C", "O", "C", "H", "H", "H", "C", "C", "H", "H", "H"],
  "xyz": [[-0.77, 0.49, -0.99], [-1.79, -0.01, -0.45], [-1.85, -1.24, -0.17], [-0.14, -2.12, -0.64], [-3.55, -2.05, -0.13], [1.64, -1.73, -0.36], [0.96, 0.98, -0.71], [2.26, -0.65, -0.32], [3.55, -0.78, -0.01], [4.28, 0.41, 0.31], [5.22, 0.08, 0.76], [4.49, 0.98, -0.60], [3.72, 1.02, 1.03], [-2.98, 0.85, -0.24], [-3.76, 0.72, 0.84], [-3.11, 1.67, -0.95], [-4.62, 1.37, 0.99], [-3.55, -0.01, 1.62]]
}


{
  "formula": "C5H6IN",
  "method": "ωB97M-V/def2-TZVPD",
  "gap_ha": 0.3242,
  "largest_force_ev_per_a": 9.5,
  "total_energy_ev": -14868.464,
  "mol_weight_da": 207.01,
  "elements": ["C", "C", "C", "C", "C", "N", "I", "H", "H", "H", "H", "H", "H"],
  "xyz": [[-1.53, 2.20, -0.20], [-1.18, 0.04, 0.03], [0.10, -0.30, 0.04], [0.45, -1.81, 0.10], [1.17, 0.77, -0.11], [-1.74, 3.28, -0.37], [-2.93, -1.00, 0.10], [-0.11, -2.13, 1.01], [1.48, -2.00, 0.47], [0.14, -2.23, -0.79], [0.81, 1.62, -0.58], [2.02, 0.33, -0.63], [1.33, 1.24, 0.93]]
}